ORCA calculation (ωB97M-V with the def2-TZVPD basis set) on the molecule C4H10N2O.

Structure (XYZ):
```
17
Properties=species:S:1:pos:R:3
O -0.70 1.21 2.05
N -0.44 -0.79 1.02
N 0.93 -2.29 -0.34
C -0.36 2.05 -0.90
C -0.25 0.57 1.12
C 0.56 1.23 0.03
C -0.31 -1.57 -0.19
H 0.04 2.09 -1.90
H 1.15 0.49 -0.53
H -1.32 1.54 -1.00
H 1.72 -1.86 0.13
H -1.13 -2.29 -0.20
H 1.30 1.86 0.54
H 0.86 -3.24 0.00
H -1.08 -1.14 1.72
H -0.45 -0.93 -1.06
H -0.52 3.04 -0.49
```

Values from the calculation:
- Spin multiplicity: 1
- SMILES string: CCC(=O)NCN
- LUMO level: 0.89 eV
- Charge: 0
- Energy relative to the best compared isomer or geometry (same formula, charge and spin): 77.22 kJ/mol
- Gap between HOMO and LUMO: 10.37 eV
- Energy: -9338.18718 eV
- E_HOMO: -9.478 eV

These are the Mulliken partial charges, in e, on atoms 1 to 6: atom 1 (O): -0.6246, atom 2 (N): -0.2035, atom 3 (N): -0.5725, atom 4 (C): -1.1727, atom 5 (C): 0.4287, atom 6 (C): -0.3012